5 unconnected molecules or ions with the total composition C28H46F12N4O12P, computed with ωB97M-V/def2-TZVPD.

## Properties
M, g/mol: 889.64
Orbital gap, eV: 9.305
Charge: +1

Structure (XYZ):
```
103
Properties=species:S:1:pos:R:3:forces:R:3
C -0.852770 5.859190 -2.461492 0.1 0.1 0.0
C -0.008576 4.723306 -1.908497 0.1 0.0 0.0
O -0.893687 3.842354 -1.150962 -0.1 0.0 -0.1
N -0.421281 2.558704 -1.090940 0.2 0.1 -0.1
C 0.682937 2.294580 -0.154331 0.0 -0.1 0.2
C 0.293699 1.323504 0.976158 0.2 0.2 0.0
N 0.559068 1.915534 2.282451 -0.8 0.0 0.1
C 0.605570 0.866634 3.327714 0.4 0.0 -0.1
C 1.945435 0.147215 3.381783 0.0 -0.1 0.3
C -0.300597 3.003500 2.530784 0.1 -0.1 -0.2
C -0.050882 3.822265 3.770468 -0.2 -0.1 0.0
O -1.131244 3.325858 1.695350 0.3 0.1 0.2
C -1.057623 1.673480 -1.812295 -0.1 -0.3 -0.1
N -2.255268 1.963060 -2.426940 0.0 0.4 0.7
N -0.601447 0.389491 -1.908607 0.4 0.4 -0.3
C 0.804270 0.085093 -2.270910 -0.1 0.0 0.0
C 0.907364 -0.872760 -3.444396 -0.2 -0.4 0.5
C -0.201489 -1.163776 -4.355940 0.5 0.6 -0.6
O 0.907005 -0.314317 -4.730018 0.0 0.0 -0.1
P -1.499325 -0.905746 -1.234878 -0.2 -0.2 0.1
O -0.684665 -1.688856 -0.296706 0.1 0.1 0.0
H -0.689914 6.784166 -1.914032 -0.1 0.0 0.1
H -1.910814 5.608435 -2.403092 0.0 0.0 0.0
H -0.600200 6.047422 -3.503221 0.0 0.0 0.0
H 0.468701 4.135258 -2.695340 -0.1 0.0 0.0
H 0.766244 5.086756 -1.232808 0.0 0.0 0.0
H 1.545877 1.934899 -0.708397 0.0 0.0 0.0
H 0.940968 3.263603 0.258049 0.0 0.0 0.0
H 0.884451 0.413910 0.899512 -0.1 -0.1 0.0
H -0.766891 1.064936 0.897206 0.0 -0.1 -0.1
H 0.385278 1.311960 4.292079 0.1 0.1 0.0
H -0.196978 0.147690 3.127302 0.0 0.0 0.0
H 2.055371 -0.312190 4.364967 0.0 -0.1 0.0
H 2.025254 -0.657344 2.651221 0.0 0.1 -0.1
H 2.777524 0.838633 3.256395 0.0 0.1 0.0
H 0.131898 3.226386 4.660003 0.0 0.0 0.0
H -0.909459 4.464965 3.940619 0.0 0.0 0.0
H 0.832657 4.439078 3.600376 0.0 0.0 0.0
H -2.164895 2.211602 -3.407470 -0.1 -0.6 -0.1
H -2.752768 2.703789 -1.941404 0.1 0.1 -0.1
H 1.272800 1.019833 -2.575777 0.1 0.0 0.1
H 1.322148 -0.342601 -1.413220 0.0 0.1 0.0
H 1.614029 -1.682924 -3.280228 0.1 0.1 -0.1
H -0.206955 -2.111475 -4.876578 -0.2 -0.1 0.1
H -1.116008 -0.588273 -4.313545 -0.2 -0.3 0.2
H -1.992593 -1.616139 -2.327663 -0.1 0.0 0.0
H -2.586582 -0.189521 -0.716254 -0.1 0.0 -0.1
C -2.899064 7.032093 1.547766 0.1 0.0 -0.1
C -2.921361 7.717275 2.894587 -0.1 -0.1 0.0
O -1.816645 8.642072 3.021781 0.0 0.0 0.0
C -1.981422 9.822070 2.442434 0.1 0.0 0.0
O -2.934206 10.204812 1.833445 0.0 0.0 0.0
C -0.732116 10.702841 2.689326 -0.1 -0.1 0.0
F 0.393996 10.013341 2.472275 0.1 0.0 0.0
F -0.723632 11.128268 3.955950 0.0 0.0 0.1
F -0.742244 11.754720 1.885494 0.0 0.1 0.0
H -1.939218 6.538012 1.389078 0.0 -0.1 0.0
H -3.685208 6.278447 1.503072 0.0 0.0 0.0
H -3.061709 7.751051 0.745572 0.0 0.0 0.0
H -2.774611 7.010723 3.708113 0.0 0.0 0.0
H -3.856082 8.250514 3.061316 0.0 0.1 0.0
C -1.971619 -6.674797 -5.924913 0.0 0.2 0.0
C -3.368434 -6.476228 -5.386753 0.0 -0.2 -0.1
O -3.562934 -5.123560 -4.888061 0.0 0.0 0.0
C -3.797496 -4.199196 -5.796124 0.0 0.1 0.1
O -3.853855 -4.315171 -6.982690 0.0 0.0 0.0
C -4.047036 -2.841008 -5.096363 0.0 -0.1 0.0
F -3.142208 -2.612803 -4.120178 0.1 0.0 0.0
F -5.255804 -2.821706 -4.532525 0.0 0.0 0.0
F -3.964043 -1.840199 -5.961742 0.0 0.1 0.0
H -1.228194 -6.424608 -5.168115 0.0 -0.1 0.0
H -1.840701 -7.718311 -6.207815 0.0 0.0 0.0
H -1.801516 -6.056568 -6.805689 0.0 0.0 0.0
H -3.560848 -7.104587 -4.521223 0.0 0.0 0.0
H -4.126763 -6.678838 -6.141807 0.0 0.1 0.0
C 4.155475 -6.076226 -2.073690 0.0 -0.1 0.0
C 4.035092 -5.622151 -3.509791 0.1 0.1 0.0
O 3.497708 -6.673608 -4.347045 0.0 0.0 0.0
C 2.188640 -6.829675 -4.329447 0.0 -0.1 -0.1
O 1.380951 -6.188872 -3.720501 0.0 0.0 0.0
C 1.791019 -7.978375 -5.288727 0.0 0.1 0.1
F 2.589615 -9.033207 -5.150644 0.0 0.0 0.0
F 1.874682 -7.542212 -6.551989 0.0 0.0 -0.1
F 0.539953 -8.362074 -5.059034 0.0 0.0 0.0
H 4.761926 -6.979082 -2.009915 0.0 0.0 0.0
H 4.634841 -5.295509 -1.483068 0.0 0.0 0.0
H 3.176111 -6.282196 -1.644089 0.0 0.0 0.0
H 5.006649 -5.404992 -3.946051 0.0 0.0 0.0
H 3.400313 -4.741662 -3.605808 0.0 0.0 0.0
C 2.794659 -4.734405 8.791582 0.0 0.1 0.0
C 1.706058 -4.002421 8.042943 -0.1 -0.2 0.0
O 1.776383 -2.572412 8.282489 0.0 0.0 0.0
C 2.661322 -1.904059 7.569457 -0.1 0.0 0.0
O 3.400488 -2.326121 6.729621 0.0 0.0 0.0
C 2.591872 -0.402831 7.934921 0.1 0.0 0.0
F 2.536039 -0.217686 9.250668 0.0 0.0 0.0
F 1.497371 0.153283 7.383098 -0.1 0.0 0.0
F 3.652693 0.240600 7.459745 0.0 0.0 0.0
H 2.742126 -4.510918 9.856733 0.0 0.0 0.0
H 2.668809 -5.808312 8.655914 0.0 0.0 0.0
H 3.780535 -4.454480 8.423468 0.0 0.0 0.0
H 0.716915 -4.281127 8.396821 0.0 0.0 0.0
H 1.761097 -4.179093 6.969634 0.0 0.0 0.0
```
Positions in Å, forces in eV/Å.

Löwdin population analysis, charges in e, atoms 1 to 4: number 1, C, carries -0.041; number 2, C, carries -0.179; number 3, O, carries -0.081; number 4, N, carries -0.019


C8H7NO2 in the gas phase in a non-equilibrium geometry, computed with ωB97M-V/def2-TZVPD.

## Properties
SMILES: O=C1C=C2CCN=C2C=C1O
M, g/mol: 149.15
ΔE to the lowest compared entry with this formula, charge and spin, kcal per mole: 39.8
Orbital gap, eV: 7.653

Structure (XYZ):
```
18
Properties=species:S:1:pos:R:3:forces:R:3
O 1.147299 -1.906850 -2.456015 -0.5 0.4 1.2
C 0.618749 -1.192580 -1.582730 1.8 -0.8 -1.4
C 1.252443 -0.752484 -0.377874 0.5 0.3 1.3
C 0.547069 0.093311 0.421944 2.4 -2.0 0.2
C 0.959822 0.587200 1.806310 -0.2 -0.1 0.0
C -0.354538 1.365574 2.149092 1.4 0.1 1.4
N -1.208549 1.344048 1.058353 -1.5 -1.5 -4.1
C -0.771515 0.563768 0.061100 0.6 2.9 5.2
C -1.393121 0.185580 -1.098672 -0.2 -1.0 -2.6
C -0.710638 -0.696732 -1.864904 -2.5 -0.3 -0.9
O -1.281096 -1.264846 -2.960588 0.7 0.0 0.6
H 2.261494 -1.149597 -0.125886 -0.9 0.4 -0.2
H 1.160675 -0.251054 2.598846 -0.1 1.5 -1.8
H 1.843638 1.273750 1.688751 -0.7 -0.8 0.4
H -0.864632 0.797850 2.946510 0.1 0.7 0.2
H -0.229576 2.436882 2.405501 0.2 -0.7 0.4
H -2.336684 0.539250 -1.445275 -0.6 0.2 0.2
H -0.640839 -1.973071 -3.224462 -0.2 0.6 -0.1
```
Positions in Å, forces in eV/Å.

Löwdin population analysis, charges in e, atoms 1 to 4: number 1, O, carries 0.067; number 2, C, carries -0.340; number 3, C, carries 0.055; number 4, C, carries -0.145


A molecular structure, C56H48FLaN2O8P2Si in a non-equilibrium geometry, computed with ωB97M-V/def2-TZVPD.

## Properties
M, g/mol: 1124.94
ΔE to the lowest compared entry with this formula, charge and spin, kcal per mole: 16.8
Orbital gap, eV: 4.224
Charge: -2

Structure (XYZ):
```
119
Properties=species:S:1:pos:R:3:forces:R:3
La -1.171804 1.057813 -1.034038 0.9 0.0 0.0
C -1.859276 -3.303278 1.077342 -0.5 0.0 0.4
Si -1.760657 -1.307845 1.184620 0.8 -0.7 -0.3
C -3.283649 -0.897770 2.236985 0.4 0.1 0.0
C -4.095351 -1.858074 2.840015 -1.0 1.3 0.3
C -5.080765 -1.450310 3.763852 1.4 0.0 0.0
C -5.096211 -0.126556 4.189075 -0.6 0.1 0.8
C -4.316074 0.843745 3.557174 -1.5 -0.1 0.5
C -3.463110 0.477490 2.538336 -0.4 -0.8 0.6
P -2.707873 1.765198 1.558353 0.7 1.1 -0.8
C -1.649333 2.721026 2.632195 0.3 -0.7 0.5
C -1.197275 2.207472 3.845848 0.3 0.9 0.5
C -0.464320 2.984372 4.759523 -0.4 0.3 -0.8
C -0.330799 4.363045 4.449459 0.4 1.0 0.8
C -0.667848 4.922639 3.251505 0.4 -0.2 0.6
C -1.112022 4.041687 2.110144 -1.3 0.4 0.1
C -4.161861 2.864624 1.284817 -0.4 -0.3 0.5
C -4.898968 2.628037 0.129129 0.3 0.2 -0.2
C -6.097287 3.288369 -0.099869 -0.4 -0.5 0.4
C -6.682659 4.031139 0.938452 1.4 0.0 -1.3
C -5.924046 4.325224 2.045184 -0.3 1.0 0.9
C -4.672681 3.765441 2.220410 0.2 -0.1 0.9
C -0.406431 -1.222397 2.648207 -0.1 -0.2 1.8
C -0.749587 -1.594081 4.008105 1.8 -0.5 -1.4
C 0.291808 -1.833991 4.935738 -1.3 0.4 -0.9
C 1.626939 -1.597335 4.658628 -0.4 0.2 -0.8
C 1.965303 -1.157304 3.388726 -0.9 -0.5 0.9
C 0.973051 -0.946953 2.451250 -1.3 -0.4 -1.1
P 1.437043 -0.181687 0.857319 -0.4 0.4 0.0
C 2.551950 1.055419 1.653151 0.7 0.0 -1.3
C 3.953869 1.116501 1.563163 0.6 -0.4 0.7
C 4.686222 1.956411 2.394328 -2.3 1.3 0.7
C 3.925344 2.873972 3.185751 2.2 -0.2 0.5
C 2.553354 2.938499 3.156323 -0.3 -0.6 0.0
C 1.860975 2.003151 2.382046 0.0 0.5 0.2
C 2.488041 -1.425259 0.022583 -0.3 0.9 0.5
C 2.303166 -2.781639 0.189347 -0.5 -2.1 0.6
C 3.110842 -3.713091 -0.441009 0.6 -0.6 -0.7
C 4.109705 -3.299052 -1.351232 -1.1 0.5 1.6
C 4.288719 -1.952211 -1.513405 0.1 1.4 -0.1
C 3.451442 -0.996815 -0.849745 1.9 -0.9 -0.9
H -1.711349 -3.715639 2.113973 -0.3 0.1 -0.9
H -1.157370 -3.805393 0.418452 0.8 0.3 0.0
H -2.798481 -3.693474 0.613609 0.1 0.5 0.7
H -4.028619 -2.892629 2.554748 0.2 -0.3 0.0
H -5.675564 -2.212113 4.232081 -0.4 -0.1 0.2
H -5.719171 0.195249 5.059545 0.3 -0.4 -1.0
H -4.602408 1.872749 3.818876 0.8 -0.4 -0.2
H -1.430044 1.208018 4.181409 -0.3 -0.2 -0.3
H -0.209102 2.660034 5.744311 0.1 -0.5 0.4
H 0.030976 5.031173 5.297593 -0.4 -0.7 -1.2
H -0.572267 5.990477 3.066973 -0.1 -0.2 0.1
H -1.952743 4.591209 1.611902 0.3 -0.3 -0.1
H -4.490307 1.929334 -0.605621 -0.2 0.3 0.0
H -6.536512 3.149263 -1.081179 -0.4 0.1 0.2
H -7.580786 4.568659 0.837316 -1.2 0.3 -0.4
H -6.312639 5.112768 2.745369 0.4 -1.1 -0.4
H -4.186304 3.965706 3.187686 0.3 -0.1 -0.7
H -1.783429 -1.844130 4.228675 0.1 0.1 0.2
H 0.060357 -2.282822 5.869237 -0.4 -0.1 0.9
H 2.351441 -1.711894 5.435827 0.5 -0.3 0.2
H 2.973475 -1.031866 3.101527 1.0 0.4 -0.1
H 4.535609 0.432357 0.966162 -0.2 -0.3 -0.2
H 5.755047 1.967707 2.516036 0.2 -0.2 -0.4
H 4.521333 3.486571 3.902222 -0.7 -0.2 -0.6
H 1.984458 3.590120 3.806901 0.1 0.2 -0.2
H 0.772811 2.038714 2.329603 0.3 -0.3 0.4
H 1.526600 -3.217337 0.841283 0.3 0.7 -0.1
H 3.045259 -4.794876 -0.224428 -0.4 0.7 -0.1
H 4.765013 -3.989193 -1.810139 0.5 -0.7 -0.5
H 5.124069 -1.628391 -2.158519 -0.6 0.2 0.3
H 3.630674 0.058948 -1.011810 0.0 0.0 -0.1
C 4.422507 -1.313235 -6.481664 -0.3 2.2 -0.1
C 4.168470 -2.365966 -5.437271 -0.7 -0.8 -0.6
C 3.907985 -3.696080 -6.165231 -0.3 0.0 -0.7
C 3.596972 -4.849626 -5.184726 -1.0 0.8 -0.9
C 2.447814 -4.412071 -4.255959 -0.2 -1.8 -0.7
C 1.557857 -5.355425 -3.717822 0.9 0.1 0.8
C 0.527656 -4.940419 -2.865190 0.1 -0.6 -1.2
F -0.269871 -5.873253 -2.302046 0.1 -0.2 0.0
C 0.237469 -3.634729 -2.704124 -0.3 1.3 0.8
C 1.113027 -2.664616 -3.231821 -0.2 -1.3 -0.2
C 0.920283 -1.288144 -2.825952 0.5 1.4 0.1
O -0.020170 -1.005892 -2.083041 -0.2 -0.1 -0.1
C 1.976576 -0.344548 -3.240361 -2.4 0.2 1.0
C 2.920487 -0.796958 -4.038610 1.8 -0.4 -2.0
N 2.998398 -2.046593 -4.607753 -0.2 -0.4 1.2
C 2.183447 -3.068449 -4.043321 0.4 1.6 -0.3
C 2.009228 1.121563 -2.799940 2.1 0.7 -0.2
O 3.093572 1.739456 -3.093812 -2.3 -1.0 0.6
O 1.012443 1.543584 -2.154176 0.5 0.1 -0.5
H 5.366962 -1.489062 -6.978158 0.4 -0.1 0.0
H 4.449522 -0.263412 -6.047302 0.2 -1.3 -0.6
H 3.668788 -1.270783 -7.288251 0.0 -0.3 0.5
H 5.063473 -2.473078 -4.828970 0.1 0.0 0.4
H 4.793431 -3.912910 -6.806122 -0.5 0.0 0.5
H 3.056317 -3.533749 -6.896125 0.7 -0.2 0.9
H 4.513011 -5.097182 -4.681191 0.4 -0.2 0.7
H 3.296174 -5.734568 -5.773932 0.0 0.3 0.4
H 1.752534 -6.431010 -3.774697 0.0 0.4 -0.3
H -0.626830 -3.316626 -2.098508 0.6 -0.1 -0.3
H 3.749424 -0.134497 -4.320539 -0.7 -0.1 0.3
C 1.300605 4.994416 -0.534317 -0.1 0.0 0.1
O 0.500043 5.082147 0.687747 -0.1 -0.4 -0.6
C -0.138116 3.925046 0.970388 1.1 0.0 -0.8
O 0.091784 2.918192 0.304485 -0.6 0.7 0.5
H 1.635945 5.997906 -0.857249 -0.7 -0.3 0.4
H 0.705428 4.473063 -1.300846 0.4 0.3 0.2
H 2.207098 4.436884 -0.315004 0.0 -0.3 -0.1
O -3.904070 4.576743 -2.518682 -0.4 0.3 -0.6
C -2.970446 3.882222 -2.249982 -2.0 1.5 0.1
N -2.085099 3.233281 -1.869625 2.3 -1.7 0.7
C -4.706029 -1.490083 -1.962122 1.2 0.7 0.4
C -3.542350 -0.823584 -2.707637 0.2 -0.3 -1.2
O -3.185238 -1.232517 -3.824996 -0.3 0.1 1.0
O -3.023614 0.188912 -2.106861 -0.3 -0.3 -0.1
H -5.050883 -2.321697 -2.527956 -0.3 -0.7 -0.4
H -5.485230 -0.727221 -1.887171 0.0 -0.2 0.5
H -4.294699 -1.820358 -0.980958 -0.7 0.4 -0.4
```
Positions in Å, forces in eV/Å.

Löwdin population analysis, charges in e, atoms 1 to 4: number 1, La, carries 1.774; number 2, C, carries -0.258; number 3, Si, carries 0.597; number 4, C, carries -0.343